[1]
ORCA calculation (ωB97M-V/def2-TZVPD) on one molecule with the formula C2H6O2.

The geometry in XYZ format:
```
10
Properties=species:S:1:pos:R:3:forces:R:3:lowdin_charge:R:1
O -1.2004 1.2189 -0.2556 1.199 -0.640 0.269 -0.0902
C -0.8337 -0.1708 -0.0376 0.074 -1.752 0.517 -0.1652
C 0.7733 -0.7298 0.2891 -0.434 2.106 -0.738 -0.1663
O 1.2163 0.5067 -0.2550 3.166 0.720 0.213 -0.1586
H -1.0089 1.5404 -1.1552 0.292 -0.618 0.535 0.0947
H -1.3829 -0.3647 0.8629 -0.778 -0.725 -0.015 0.0910
H -1.0717 -0.7107 -0.9424 -0.575 -0.437 0.164 0.0982
H 1.1891 -0.8762 1.3305 -1.242 0.351 -0.584 0.1037
H 1.3595 -1.5218 -0.2723 -1.797 0.521 0.003 0.1143
H 1.0328 1.1325 0.4510 0.094 0.473 -0.365 0.0784
```
Forces are in eV/Å.

**Spin multiplicity**: 1
**Net charge**: 0
**SMILES**: OCCO
**E_LUMO**: 0.942 eV
**ΔE to the lowest compared entry with this formula, charge and spin**: 261.9 kJ/mol
**Electronic energy**: -6263.541 eV


[2]
ORCA calculation (ωB97M-V/def2-TZVPD) on a 2-piece molecular cluster, C2H6O2 overall.

The geometry in XYZ format:
```
10
Properties=species:S:1:pos:R:3:forces:R:3:lowdin_charge:R:1
C -1.1040 -0.2498 -0.3421 0.340 0.466 -0.233 -0.0626
C -1.4877 -0.4778 1.0956 -1.053 -0.002 -0.463 -0.3226
O -2.6207 -0.6622 1.4883 1.255 0.130 0.007 0.0345
H -1.8853 0.1624 -1.0025 0.089 -0.326 0.563 0.0855
H -0.7163 -1.1788 -0.7928 -0.006 0.316 0.243 0.0901
H -0.2793 0.4796 -0.2751 -0.098 -0.322 -0.465 0.0629
H -0.5862 -0.4099 1.7516 -0.522 -0.269 0.331 0.1142
O 2.7075 0.4793 -0.8326 0.511 0.914 0.604 -0.0932
H 2.4434 0.9080 0.0128 0.369 -0.424 -0.908 0.0420
H 3.5286 0.9492 -1.1031 -0.884 -0.483 0.321 0.0492
```
Forces are in eV/Å.

**Spin multiplicity**: 1
**Net charge**: 0
**SMILES**: CC=O.O
**E_LUMO**: 0.578 eV
**ΔE to the lowest compared entry with this formula, charge and spin**: 63.2 kJ/mol
**Electronic energy**: -6265.600 eV


[3]
ORCA calculation (ωB97M-V/def2-TZVPD) on one molecule with the formula C2H6O2.

The geometry in XYZ format:
```
10
Properties=species:S:1:pos:R:3:forces:R:3:lowdin_charge:R:1
O 1.7261 -0.0449 -0.4101 1.584 -2.257 0.605 -0.0826
C 0.6141 0.4662 0.1976 -3.244 2.305 1.077 -0.2522
C -0.7560 -0.5302 -0.0084 1.584 5.946 6.526 -0.2091
O -1.8595 0.1929 -0.2062 -2.746 -6.352 8.345 0.0762
H 2.0131 -0.8739 0.0759 -0.395 1.506 -0.874 0.1296
H 0.7200 0.7761 1.2726 0.308 -0.641 -0.622 0.1091
H 0.4153 1.4960 -0.2978 0.012 -1.735 0.389 0.1328
H -0.2461 -1.0198 -0.6047 2.953 -5.197 -7.598 0.0128
H -0.8013 -1.1553 0.8435 -0.704 -0.332 1.249 0.1113
H -1.8255 0.6928 -0.8625 0.647 6.756 -9.097 -0.0280
```
Forces are in eV/Å.

**Spin multiplicity**: 1
**Net charge**: 0
**SMILES**: OCCO
**E_LUMO**: 0.853 eV
**ΔE to the lowest compared entry with this formula, charge and spin**: 299.5 kJ/mol
**Electronic energy**: -6263.151 eV


[4]
ORCA calculation (ωB97M-V/def2-TZVPD) on a 2-piece molecular cluster, C2H6O2 overall.

The geometry in XYZ format:
```
10
Properties=species:S:1:pos:R:3:forces:R:3:lowdin_charge:R:1
C -3.9933 -0.4270 3.0581 1.056 0.281 0.224 -0.1860
O -4.7356 -1.2008 2.1467 -0.112 -0.427 0.076 -0.1142
H -2.9449 -0.7318 3.1812 -0.201 -0.833 -0.374 0.0700
H -3.8379 0.5704 2.6531 -0.664 0.482 0.311 0.0696
H -4.3725 -0.4645 4.0785 -0.371 0.420 -0.108 0.0801
H -5.5997 -1.3958 2.5302 0.297 0.080 -0.128 0.0806
O 5.2712 0.9101 -3.4606 2.180 0.137 -3.272 0.4168
C 4.5617 0.9424 -2.5565 -0.980 -0.593 2.495 0.1723
H 4.3110 -0.0764 -2.1732 -0.624 0.001 0.379 0.2130
H 4.3641 1.9015 -2.0647 -0.581 0.452 0.397 0.1979
```
Forces are in eV/Å.

**Spin multiplicity**: 2
**Net charge**: +1
**⟨S²⟩**: 0.757
**E_LUMO (alpha / beta)**: -7.677 / -11.260 eV
**ΔE to the lowest compared entry with this formula, charge and spin**: 300.9 kJ/mol
**Electronic energy**: -6253.657 eV